103
Properties=species:S:1:pos:R:3:forces:R:3:lowdin_charge:R:1 method="wB97M-V/def2-TZVPD" total_charge=-1 e_tot_ev=-70343.1417 lumo_energy_ev=1.502 e_above_lowest_ev=0.000 multiplicity=1 homo_lumo_gap_ha=0.22137
C 5.8739 3.6842 -0.9555 0.1 0.1 -0.2 -0.113
C 5.5119 2.3819 -1.6660 0.0 0.0 0.3 -0.215
C 4.0304 2.0416 -1.5419 0.1 0.0 -0.4 -0.293
O 3.3943 2.3056 -2.7721 -0.1 0.3 -0.3 -0.278
C 2.0593 2.8216 -2.6581 0.9 -0.8 1.0 -0.396
Nb 0.3687 1.9051 -1.4161 -1.0 1.7 -1.3 1.074
C -0.9044 3.7855 -1.4102 0.4 -0.5 0.0 -0.397
H 6.7746 3.6088 -0.3585 0.3 0.0 0.1 0.057
H 6.0260 4.4930 -1.6665 0.0 0.2 -0.1 0.054
H 5.0794 3.9916 -0.2868 -0.1 0.1 0.2 0.057
H 6.1120 1.5712 -1.2626 0.1 -0.2 0.1 0.095
H 5.7423 2.4499 -2.7211 0.1 -0.1 -0.3 0.099
H 3.8904 0.9911 -1.2869 -0.2 -0.1 0.1 0.093
H 3.5905 2.6582 -0.7640 -0.2 -0.1 0.3 0.068
H 2.1283 3.8832 -2.3931 -0.1 0.3 0.1 0.019
H 1.6634 2.7794 -3.6727 -0.4 -0.1 -0.2 0.036
H -0.6071 1.2200 -2.8338 0.0 -0.4 0.1 -0.139
H 1.3418 0.3264 -1.3201 -0.1 -0.3 0.0 -0.166
H 1.2271 2.5713 0.0993 0.0 -0.2 0.3 -0.159
H -0.7065 1.1452 -0.1275 0.9 -0.1 0.3 -0.154
H -0.3444 4.6825 -1.6723 0.2 0.2 -0.1 -0.060
H -1.7345 3.6646 -2.0979 -0.3 0.0 -0.1 -0.054
H -1.2813 3.9176 -0.3995 -0.2 0.0 0.2 -0.056
C -4.4731 1.0346 -2.1445 0.0 -0.2 0.4 -0.685
O -3.4930 1.2106 -2.8407 -0.2 0.2 -0.3 -0.013
N -4.5828 -0.0014 -1.2722 0.0 -0.1 -0.3 0.168
N -5.5596 1.8976 -2.1737 0.0 -0.1 -0.1 0.128
H -5.3782 -0.1367 -0.6734 0.2 0.1 0.1 0.047
H -3.8030 -0.6452 -1.2260 0.0 0.0 0.0 0.066
H -5.5033 2.6815 -2.7939 0.0 0.0 0.0 0.083
H -6.3680 1.7777 -1.5948 0.0 0.0 0.0 0.072
C -1.5986 -2.7696 -2.0177 0.3 -0.2 -0.2 -0.664
O -2.3304 -2.1388 -1.2778 -0.1 0.1 0.1 0.012
N -1.9139 -4.0411 -2.4350 0.0 -0.1 -0.2 0.144
N -0.3924 -2.3264 -2.4810 0.1 -0.1 0.2 0.165
H -1.3073 -4.5866 -3.0238 0.0 0.0 0.0 0.068
H -2.7804 -4.4362 -2.1264 0.0 0.1 0.0 0.094
H -0.0370 -1.4171 -2.2198 -0.2 0.2 0.1 0.033
H 0.1601 -2.8757 -3.1145 -0.1 0.0 -0.2 0.088
C 9.1484 6.3511 0.0444 -0.2 -0.1 -0.3 -0.683
O 10.1419 6.2482 0.7491 0.1 0.1 0.1 0.007
N 7.8815 6.2161 0.5205 0.2 0.2 0.1 0.158
N 9.2427 6.6321 -1.2964 0.0 0.0 0.1 0.150
H 7.0366 6.3032 -0.0258 -0.1 -0.1 0.1 0.051
H 7.7873 5.9871 1.4947 0.0 -0.2 0.0 0.106
H 10.1620 6.7345 -1.6810 0.0 0.0 0.0 0.097
H 8.4451 6.7064 -1.8979 0.0 -0.1 0.0 0.087
C -6.5025 0.5163 2.2126 0.0 0.1 0.2 -0.664
O -6.0732 -0.1482 1.2801 -0.2 -0.2 0.0 0.006
N -7.8378 0.5899 2.4825 0.0 0.2 -0.1 0.162
N -5.6688 1.2031 3.0426 -0.1 0.0 0.0 0.165
H -8.2288 1.0880 3.2589 0.0 -0.1 0.1 0.099
H -8.4576 0.0834 1.8775 -0.1 0.0 0.1 0.095
H -4.6856 1.1557 2.8423 0.0 0.0 0.0 0.115
H -5.9883 1.7529 3.8164 0.0 0.0 0.0 0.093
C 1.0145 -6.3167 -2.4316 -0.1 0.1 0.2 -0.688
O 0.8404 -5.9741 -3.5960 -0.1 0.0 -0.1 -0.005
N 0.8895 -5.4249 -1.4079 0.1 0.0 0.0 0.161
N 1.3307 -7.5905 -2.0673 -0.1 0.1 0.0 0.156
H 0.9888 -5.6643 -0.4399 0.0 -0.1 0.0 0.098
H 0.6579 -4.4779 -1.6512 0.0 0.1 0.2 0.068
H 1.4248 -8.2652 -2.8019 0.0 0.0 0.0 0.099
H 1.4784 -7.8775 -1.1127 0.1 -0.1 -0.1 0.042
C -9.0642 -3.0112 2.4351 0.1 0.0 -0.1 -0.685
O -9.5098 -2.2811 3.3101 -0.1 0.0 0.0 -0.003
N -9.6644 -4.1966 2.1059 0.1 -0.1 0.0 0.148
N -7.9458 -2.6992 1.7218 -0.1 0.0 0.1 0.169
H -9.3359 -4.8235 1.3926 0.0 -0.1 0.0 0.074
H -10.4992 -4.4404 2.6029 -0.1 0.1 -0.1 0.090
H -7.4599 -1.8472 1.9423 0.2 -0.1 -0.1 0.055
H -7.5709 -3.2787 0.9946 0.0 0.0 0.0 0.103
C 4.0305 6.7227 -0.4122 -0.3 -0.4 0.0 -0.663
O 5.0637 6.6264 0.2437 0.2 0.3 -0.1 -0.018
N 2.8082 6.5626 0.1577 0.1 0.3 0.0 0.179
N 4.0354 6.9634 -1.7546 0.0 0.2 0.1 0.169
H 1.9495 6.5875 -0.3595 0.0 -0.2 0.0 0.100
H 2.7810 6.3352 1.1340 0.0 -0.1 0.0 0.110
H 4.9234 7.0551 -2.2081 0.0 -0.1 0.0 0.097
H 3.2006 7.0025 -2.3081 0.0 -0.1 0.0 0.099
C 3.1356 -9.5797 0.9417 0.1 0.0 0.0 -0.663
O 2.2448 -9.0688 0.2836 -0.1 0.0 0.1 0.016
N 4.4295 -9.1528 0.8615 0.0 -0.1 0.0 0.157
N 2.8965 -10.6130 1.8032 0.1 0.0 0.0 0.152
H 5.1788 -9.5527 1.3928 0.0 0.0 0.0 0.094
H 4.6242 -8.3936 0.2352 0.0 0.0 0.0 0.109
H 1.9510 -10.9377 1.8777 0.0 0.0 0.0 0.104
H 3.6097 -11.0484 2.3556 0.0 0.0 0.0 0.092
C -10.2352 -8.0057 2.0762 0.1 -0.1 0.2 -0.677
O -9.9876 -7.2037 1.1953 0.0 0.1 -0.2 0.023
N -10.1826 -7.6709 3.4028 -0.1 0.0 -0.1 0.153
N -10.5780 -9.3034 1.8047 0.0 0.1 0.0 0.147
H -10.3770 -8.3149 4.1451 0.0 0.0 0.0 0.091
H -9.9076 -6.7325 3.6294 0.1 0.0 0.0 0.092
H -10.6190 -9.5726 0.8400 0.0 0.0 0.0 0.102
H -10.7820 -9.9821 2.5125 0.0 0.0 0.0 0.090
C 7.6876 8.3998 3.6224 0.1 -0.1 -0.1 -0.687
O 7.5571 8.7333 4.7892 0.0 0.1 0.1 0.004
N 8.9161 8.1832 3.0565 -0.2 0.2 0.0 0.161
N 6.6190 8.1993 2.7919 0.1 0.1 0.0 0.155
H 9.0524 7.8681 2.1122 0.1 -0.1 0.1 0.054
H 9.7162 8.3010 3.6475 0.0 0.0 0.0 0.101
H 5.7032 8.3079 3.1833 0.0 0.0 0.0 0.099
H 6.7018 7.9263 1.8285 0.0 0.0 0.0 0.054

13
Properties=species:S:1:pos:R:3:forces:R:3:lowdin_charge:R:1 method="wB97M-V/def2-TZVPD" total_charge=0 e_tot_ev=-6784.5122 lumo_energy_ev="0.696 / 0.695" e_above_lowest_ev=4.000 multiplicity=1 homo_lumo_gap_ha="0.27194 / 0.27191"
C 0.5675 -0.2966 1.1227 0.0 0.0 0.2 -0.011
N 0.3132 -0.6339 -0.2888 0.0 0.0 -0.1 -0.259
C 0.5689 -1.8732 -0.6590 0.0 0.0 0.0 -0.005
C -0.0896 0.3486 -1.1277 0.0 -0.1 -0.1 -0.157
C -0.7443 1.5236 -0.7186 -0.2 0.4 0.1 -0.191
C -1.3478 2.5475 -0.4761 0.2 -0.4 -0.1 0.086
H 0.0682 0.6420 1.3626 0.1 -0.2 0.0 0.080
H 1.6480 -0.1890 1.2645 -0.2 0.0 -0.1 0.105
H 0.1905 -1.1036 1.7564 0.1 0.2 -0.1 0.096
H 1.0484 -2.5472 0.0347 -0.1 0.1 0.0 0.064
H 0.3409 -2.1593 -1.6760 0.1 0.0 0.1 0.070
H -0.0588 0.0929 -2.1787 -0.1 0.0 0.1 0.108
H -1.9118 3.4310 -0.2788 0.1 -0.1 0.0 0.013

22
Properties=species:S:1:pos:R:3:forces:R:3:mulliken_spin:R:1 method="wB97M-V/def2-TZVPD" total_charge=+2 e_tot_ev=-8384.7950 lumo_energy_ev="-11.373 / -11.937" e_above_lowest_ev=5.515 multiplicity=2 homo_lumo_gap_ha="0.30686 / 0.28720"
C -1.9505 1.0550 -0.6774 1.3 3.0 -3.3 0.001
C -0.7480 0.3559 -1.3241 -0.6 -0.2 0.1 -0.002
C -0.1024 -0.7843 -0.5143 0.7 0.1 -0.8 0.027
C 0.7388 -0.2825 0.6799 -0.6 0.2 0.0 0.060
C 2.2166 0.0712 0.3981 -0.3 -0.5 -1.3 0.032
N 2.9738 -1.0510 -0.1172 1.5 1.4 2.0 0.848
N -2.3743 -0.0505 1.4607 1.1 0.2 -1.7 0.001
H -2.8448 1.2015 -1.2858 -0.8 -1.6 0.6 0.000
H -1.7669 2.1357 -0.5593 0.3 -0.3 1.5 0.000
H 0.0543 1.0597 -1.5699 -0.3 0.5 0.5 0.000
H -1.1621 0.0960 -2.3106 0.3 -0.8 0.3 0.001
H -0.8721 -1.4920 -0.2152 0.2 -0.1 0.2 0.000
H 0.6104 -1.2880 -1.1721 -0.5 -0.3 -0.2 -0.007
H 0.7173 -1.0511 1.4540 -0.1 0.3 0.2 -0.003
H 0.3137 0.6593 1.0380 0.1 -0.3 0.5 -0.002
H 2.3895 0.8781 -0.3115 -0.4 0.2 0.1 0.001
H 2.6389 0.3451 1.3809 0.2 -0.2 0.0 0.072
H 3.3003 -1.7079 0.6010 -0.6 -0.7 -0.4 -0.014
H 3.7528 -0.8022 -0.7340 -0.3 -0.4 -0.6 -0.015
H -3.1686 -0.5961 1.1114 -0.4 0.3 0.3 0.000
H -2.6066 0.6157 2.2075 -0.5 0.3 -0.5 0.000
H -2.1100 0.6326 0.4601 -0.4 -1.1 2.7 -0.001

> Look up the multiplicity of the first one.

1

> Among the records above, which one has the highest multiplicity?

C5H15N2

> What is the multiplicity in the second record?

1